No. 1
C32H41CaN7O5S as an isolated structure, computed with ωB97M-V with the def2-TZVPD basis set.

Each line ends with the Mulliken charge.
Positions of all 87 atoms, in Å:
Ca 9.918 13.162 10.890  1.48
C 13.097 7.188 8.644  -0.77
O 13.609 7.368 9.975  -0.45
C 13.110 8.453 10.599  1.18
C 13.634 8.624 11.926  -0.88
C 13.232 9.741 12.660  -1.41
C 12.181 10.646 12.224  0.87
C 11.894 11.803 13.010  0.19
C 12.862 12.207 14.110  -1.75
O 10.952 12.668 12.813  0.71
C 11.602 10.367 10.907  0.20
O 10.545 10.978 10.583  -0.66
C 12.168 9.386 10.103  -0.91
H 13.712 6.396 8.129  0.22
H 13.183 8.079 7.988  0.27
H 12.027 6.983 8.733  0.35
H 14.226 7.869 12.423  0.32
H 13.701 9.989 13.565  0.41
H 12.774 11.534 15.022  0.27
H 12.679 13.245 14.407  0.11
H 13.859 12.004 13.714  0.46
H 11.746 9.233 9.094  0.11
N 12.711 14.776 7.719  -0.14
C 14.059 14.316 8.011  0.20
C 14.988 13.934 7.037  -0.75
C 16.191 13.402 7.487  -0.43
C 16.652 13.568 8.803  -0.58
C 15.773 14.045 9.729  -0.75
C 14.396 14.375 9.389  0.47
S 13.315 14.686 10.689  -0.19
N 11.890 14.252 9.886  -0.23
C 11.723 14.558 8.603  -0.23
C 10.335 14.977 8.207  0.48
C 10.189 15.700 7.000  -0.89
C 8.872 15.781 6.487  -0.36
C 7.759 15.454 7.253  -0.82
C 8.008 14.776 8.410  -0.23
N 9.243 14.570 8.915  0.16
H 12.435 14.760 6.712  0.32
H 14.725 13.804 5.981  0.30
H 16.912 12.944 6.824  0.34
H 17.708 13.325 9.054  0.29
H 15.950 14.088 10.748  0.43
H 10.950 16.308 6.489  0.48
H 8.728 16.131 5.455  0.33
H 6.690 15.667 6.963  0.28
H 7.156 14.409 9.073  0.28
C 6.937 8.924 13.180  -1.62
C 7.160 10.354 12.734  0.45
N 8.143 11.164 13.428  0.53
O 8.652 10.280 14.434  -0.56
C 7.057 10.722 11.294  -0.21
C 6.416 9.798 10.276  -1.52
N 7.567 11.813 10.731  0.34
O 7.828 11.758 9.455  -0.71
H 6.585 8.895 14.182  0.40
H 7.857 8.355 13.156  0.18
H 6.159 8.547 12.540  0.55
H 9.293 10.765 14.939  0.30
H 6.984 9.956 9.342  0.30
H 5.410 10.111 10.086  0.30
H 6.233 8.725 10.452  0.41
C 6.835 11.564 13.608  -0.45
H 6.554 12.437 12.965  0.12
H 6.240 11.479 14.560  0.28
C 8.571 18.828 14.644  -1.10
C 9.185 18.227 13.329  -0.71
N 9.608 16.825 13.443  0.17
C 10.958 16.547 14.139  -0.61
C 10.726 16.131 15.624  -0.89
C 8.941 15.854 12.761  1.14
C 7.673 16.196 12.050  -1.86
N 9.256 14.572 12.743  -0.25
H 9.193 19.598 15.102  0.26
H 8.339 17.979 15.268  0.29
H 7.670 19.386 14.297  0.36
H 10.054 18.870 13.084  0.44
H 8.452 18.281 12.514  0.38
H 11.397 17.551 14.130  0.48
H 11.563 15.847 13.546  0.12
H 9.829 16.654 16.114  0.25
H 11.621 16.273 16.237  0.37
H 10.439 15.095 15.646  0.22
H 7.265 15.313 11.669  0.23
H 7.845 16.896 11.172  0.37
H 6.968 16.766 12.712  0.42
H 9.702 14.260 13.599  -0.27

Charge: -2
E: -83785.037 eV
HOMO-LUMO gap (spin up / spin down): 3.814 / 1.883 eV
LUMO energy (spin up / spin down): 0.1447 / 0.1458 hartree

No. 2
One molecule with the formula C5H14N2S, computed with ωB97M-V with the def2-TZVPD basis set.

Each line ends with the natural charge from an NBO analysis.
Positions of all 22 atoms, in Å:
N 1.594 -0.592 -1.346  -0.82
C 0.409 -0.331 -0.499  -0.08
C -0.500 0.650 -1.237  -0.53
S -1.071 0.149 -2.875  -0.02
C 0.779 0.254 0.896  -0.23
N 0.045 -0.387 2.001  -0.44
C 0.931 -0.591 3.153  -0.41
C -1.102 0.426 2.415  -0.43
H 2.076 -1.446 -1.065  0.35
H 2.324 0.061 -1.042  0.34
H -0.105 -1.270 -0.315  0.21
H -0.048 1.628 -1.322  0.22
H -1.400 0.682 -0.631  0.22
H -2.219 -0.424 -2.520  0.11
H 1.840 0.086 1.070  0.19
H 0.581 1.322 0.828  0.18
H 1.690 -1.328 2.909  0.20
H 1.440 0.325 3.477  0.17
H 0.336 -1.063 3.913  0.20
H -1.205 0.626 3.473  0.20
H -1.231 1.383 1.909  0.19
H -2.023 -0.095 2.118  0.19

SMILES string: CN(C)C[C@H](N)CS
E: -19226.371 eV
HOMO-LUMO gap: 9.565 eV
LUMO energy: 0.0339 hartree

No. 3
C22H36N7O11P3STi as an isolated structure, computed with ωB97M-V with the def2-TZVPD basis set.

Each line ends with the Mulliken charge.
Positions of all 81 atoms, in Å:
Ti -0.163 0.747 0.258  -1.29
O -1.556 -2.118 -2.783  -0.83
C -0.522 -2.989 -2.757  0.34
C -0.557 -4.047 -3.665  -0.72
C 0.463 -4.978 -3.693  -0.44
C 1.539 -4.874 -2.816  -0.82
C 1.576 -3.828 -1.915  -0.82
C 0.557 -2.874 -1.868  0.51
C 0.633 -1.770 -0.890  0.96
O -0.401 -0.958 -0.807  1.21
N 1.650 -1.647 -0.103  -1.14
N 1.360 -0.633 0.803  1.42
C 2.035 -0.635 1.894  -1.12
C 1.555 0.015 3.086  0.98
C 2.356 0.042 4.235  -0.57
C 1.828 0.383 5.457  -0.80
C 0.459 0.646 5.558  -0.70
C -0.347 0.624 4.444  -0.34
C 0.200 0.374 3.180  0.20
O -0.600 0.422 2.110  0.00
H -1.379 -1.450 -2.082  -0.18
H -1.399 -4.111 -4.342  0.49
H 0.420 -5.792 -4.406  0.41
H 2.338 -5.603 -2.838  0.44
H 2.400 -3.719 -1.223  0.49
H 2.904 -1.282 1.958  0.38
H 3.404 -0.215 4.135  0.46
H 2.457 0.421 6.336  0.42
H 0.027 0.881 6.523  0.42
H -1.407 0.839 4.515  0.51
N 0.561 3.214 -4.159  0.00
C -0.061 2.066 -3.373  0.03
C -0.975 1.264 -4.287  -1.68
P -1.008 2.909 -2.037  1.14
O 0.093 3.963 -1.537  -0.73
O -2.132 3.623 -2.657  -0.84
O -1.272 1.874 -0.944  -0.18
P 1.416 1.123 -2.740  0.97
O 1.207 -0.356 -3.328  -0.51
O 2.589 1.776 -3.386  -0.97
O 1.291 1.055 -1.243  -0.22
H -0.014 3.477 -4.956  0.34
H 1.521 2.903 -4.409  0.43
H 0.670 4.023 -3.536  0.34
H -1.804 1.888 -4.625  0.55
H -1.388 0.416 -3.742  0.19
H -0.428 0.859 -5.140  0.43
H 0.624 3.705 -0.757  -0.06
H 1.933 -0.604 -3.913  0.31
S -3.005 0.030 0.354  -0.53
C -2.735 -1.626 0.687  0.55
N -2.020 -2.026 1.738  0.08
C -1.490 -3.377 1.864  -0.34
C -2.510 -4.359 1.314  -0.86
C -2.870 -3.963 -0.107  -0.32
N -3.225 -2.549 -0.146  -0.07
H -1.569 -1.268 2.236  -0.22
H -1.291 -3.566 2.918  0.46
H -0.542 -3.463 1.321  0.12
H -3.403 -4.346 1.943  0.31
H -2.103 -5.370 1.323  0.41
H -3.722 -4.539 -0.468  0.44
H -2.028 -4.151 -0.780  0.06
H -3.638 -2.180 -0.987  0.35
N 3.844 1.465 1.299  -0.54
C 1.807 4.585 1.249  -1.21
P 0.651 3.572 1.853  0.99
O 0.520 3.265 3.328  -0.86
O 0.654 2.286 0.889  0.16
C -1.145 4.085 1.603  -0.53
N -1.909 3.181 2.537  -0.14
H 3.360 2.098 1.931  0.19
H 4.760 1.867 1.131  0.29
H 3.334 1.540 0.422  0.06
H 2.359 4.307 0.363  0.18
H 2.109 5.465 1.797  0.26
H -1.542 4.004 0.596  0.18
H -1.261 5.105 1.965  0.54
H -2.777 3.575 2.886  0.42
H -1.165 3.041 3.289  0.34
H -2.103 2.267 2.114  -0.17

E: -118181.062 eV
HOMO-LUMO gap: 6.468 eV
LUMO energy: -0.0080 hartree

No. 4
A 3-piece molecular cluster, C3H9O4 overall, computed with ωB97M-V with the def2-TZVPD basis set.

Each line ends with the natural charge from an NBO analysis.
Positions of all 16 atoms, in Å:
O 0.307 -0.221 1.676  -0.77
C -0.051 -0.043 0.494  0.79
O 0.024 0.982 -0.220  -0.81
C -0.951 -1.203 -0.181  -0.51
C -2.465 -0.849 -0.334  -0.62
H -0.450 -1.333 -1.158  0.19
H -0.807 -2.124 0.406  0.19
H -2.781 -0.746 0.723  0.20
H -2.522 0.111 -0.914  0.22
H -3.060 -1.681 -0.649  0.19
H 2.062 0.858 1.075  0.49
H 2.691 -0.176 1.952  0.47
O 2.936 0.529 1.343  -0.97
H 1.403 1.389 -0.875  0.50
H 1.596 2.615 -1.885  0.45
O 2.068 1.891 -1.452  -1.01

Charge: -1
E: -11448.881 eV
HOMO-LUMO gap: 8.876 eV
LUMO energy: 0.1477 hartree